This record from OMol25 describes C50H56AsBrIrN6S5Si2 as an isolated structure. The level of theory is ωB97M-V/def2-TZVPD.

* total charge: +2
* energy relative to the best compared isomer or geometry (same formula, charge and spin): 1.173 eV
* lowest unoccupied orbital energy (spin up / spin down): -4.543 / -4.748 eV
* E_HOMO (spin up / spin down): -11.394 / -11.654 eV
* max |F|: 3.0 eV/A
* multiplicity: 2

Each line ends with the Löwdin spin population.
Cartesian coordinates (Å):
Ir 0.50 -0.77 0.78  0.76
C -1.47 -1.38 4.05  0.00
C -0.04 -1.01 4.08  0.00
N 0.75 -1.00 3.04  0.06
C 2.06 -0.72 3.40  0.00
C 2.25 -0.51 4.73  0.00
S 0.77 -0.66 5.56  0.01
C 3.04 -0.76 2.33  0.00
C 4.34 -0.36 2.32  0.00
S 5.03 -0.69 0.78  0.00
C 3.54 -1.33 0.24  0.00
N 2.59 -1.31 1.14  0.00
C 3.35 -1.85 -1.13  0.00
H -1.83 -1.32 3.02  0.00
H -2.06 -0.75 4.71  0.00
H -1.58 -2.41 4.38  0.00
H 3.17 -0.30 5.25  0.00
H 4.91 0.09 3.11  0.00
H 4.17 -1.56 -1.79  0.00
H 2.42 -1.47 -1.54  0.00
H 3.31 -2.94 -1.11  0.00
N 1.53 0.66 -0.29  0.03
S 1.34 2.10 -0.15  0.02
N -0.31 2.47 -0.35  0.00
S -1.01 2.11 -1.71  0.00
N -2.25 1.16 -1.53  0.00
S -2.49 0.43 -0.05  0.00
N -1.53 -0.49 0.57  0.01
C -3.05 1.79 1.01  0.00
C -3.50 2.99 0.50  0.00
C -3.95 3.98 1.37  0.00
C -3.96 3.74 2.74  0.00
C -3.53 2.53 3.24  0.00
C -3.08 1.55 2.37  0.00
C -4.02 -0.45 -0.37  0.00
C -4.69 -0.35 -1.58  0.00
C -5.87 -1.05 -1.75  0.00
C -6.37 -1.83 -0.72  0.00
C -5.69 -1.92 0.49  0.00
C -4.51 -1.23 0.67  0.00
C -1.62 3.55 -2.56  0.00
C -1.26 4.80 -2.08  0.00
C -1.71 5.93 -2.76  0.00
C -2.50 5.78 -3.89  0.00
C -2.86 4.52 -4.34  0.00
C -2.41 3.39 -3.68  0.00
C 0.01 1.37 -2.98  0.00
C 1.01 2.14 -3.55  0.00
C 1.80 1.59 -4.54  0.00
C 1.56 0.30 -4.97  0.00
C 0.55 -0.46 -4.41  0.00
C -0.24 0.07 -3.39  0.00
C 1.40 2.65 1.55  0.01
C 0.27 2.63 2.34  0.00
C 0.36 3.00 3.67  0.00
C 1.58 3.38 4.21  0.00
C 2.72 3.37 3.42  0.00
C 2.64 3.00 2.08  0.00
C 2.75 2.89 -0.91  0.00
C 3.59 2.12 -1.69  0.00
C 4.62 2.75 -2.37  0.00
C 4.77 4.13 -2.29  0.00
C 3.88 4.89 -1.54  0.00
C 2.85 4.27 -0.85  0.00
H -3.50 3.17 -0.57  0.00
H -4.30 4.92 0.98  0.00
H -4.32 4.51 3.41  0.00
H -3.55 2.35 4.30  0.00
H -2.74 0.59 2.75  0.00
H -4.29 0.27 -2.37  0.00
H -6.39 -0.99 -2.69  0.00
H -7.30 -2.36 -0.86  0.00
H -6.08 -2.53 1.28  0.00
H -3.96 -1.31 1.59  0.00
H -0.65 4.89 -1.19  0.00
H -1.44 6.91 -2.41  0.00
H -2.85 6.65 -4.42  0.00
H -3.48 4.41 -5.22  0.00
H -2.68 2.40 -4.02  0.00
H 1.17 3.16 -3.23  0.00
H 2.59 2.18 -4.99  0.00
H 2.16 -0.12 -5.77  0.00
H 0.36 -1.46 -4.76  0.00
H -1.03 -0.50 -2.94  0.00
H -0.69 2.35 1.92  0.00
H -0.53 3.00 4.28  0.00
H 1.65 3.68 5.24  0.00
H 3.68 3.66 3.83  0.00
H 3.53 2.99 1.48  0.00
H 3.44 1.05 -1.76  0.00
H 5.32 2.17 -2.96  0.00
H 5.56 4.62 -2.84  0.00
H 3.99 5.97 -1.49  0.00
H 2.16 4.86 -0.26  0.00
C 1.33 -4.19 3.76  0.00
Si 1.55 -4.78 1.98  0.01
C 0.81 -6.51 1.82  0.00
C 3.37 -4.78 1.46  0.00
As 0.30 -3.32 0.54  0.05
Si -0.24 -4.62 -1.44  0.02
C -0.90 -3.45 -2.78  0.00
C -1.55 -5.90 -1.02  0.00
C 1.41 -5.36 -1.99  0.00
H 1.64 -4.99 4.43  0.00
H 0.29 -3.96 3.97  0.00
H 1.93 -3.31 3.99  0.00
H 1.39 -7.19 2.44  0.00
H 0.83 -6.89 0.80  0.00
H -0.21 -6.53 2.17  0.00
H 3.86 -5.62 1.95  0.00
H 3.89 -3.87 1.77  0.00
H 3.51 -4.91 0.39  0.00
H -1.47 -2.62 -2.36  0.00
H -1.57 -4.01 -3.43  0.00
H -0.09 -3.06 -3.39  0.00
H -2.54 -5.44 -1.04  0.00
H -1.43 -6.37 -0.05  0.00
H -1.53 -6.68 -1.78  0.00
H 2.14 -4.58 -2.20  0.00
H 1.27 -5.92 -2.91  0.00
H 1.85 -6.04 -1.26  0.00
Br -1.76 -3.84 1.63  0.00